1.
Density functional theory data (ωB97M-V with the def2-TZVPD basis set) for a molecular structure, C8H12BF4K3O6 at a distorted geometry.

Results
LUMO energy: -7.18 eV
HOMO-LUMO gap: 0.2694 Eh
total charge: +2

Structure (XYZ):
```
34
Properties=species:S:1:pos:R:3:nbo_charge:R:1
K 1.894 3.008 -3.172 0.994
K 3.779 -1.397 -5.052 0.998
K 5.014 -2.053 -1.049 0.997
B 2.329 -0.157 -1.843 1.337
F 2.299 -0.710 -3.157 -0.619
F 3.605 0.418 -1.582 -0.589
F 1.365 0.846 -1.705 -0.553
F 2.210 -1.235 -0.989 -0.565
C -1.944 1.502 1.741 -0.637
C -1.167 2.739 1.388 0.073
C -0.283 3.329 2.486 -0.101
O 0.787 3.881 1.724 -0.479
C 0.918 3.162 0.580 0.994
O 1.875 3.221 -0.130 -0.661
O -0.135 2.362 0.434 -0.502
H -2.691 1.801 2.486 0.239
H -1.294 0.760 2.199 0.224
H -2.528 1.117 0.908 0.245
H -1.741 3.547 0.929 0.195
H 0.027 2.583 3.223 0.193
H -0.828 4.078 3.059 0.219
C 0.169 -3.401 0.550 -0.634
C -0.616 -2.217 -0.007 0.064
C -1.264 -2.482 -1.395 -0.088
O -2.571 -1.961 -1.222 -0.480
C -2.797 -1.660 0.062 0.968
O -3.851 -1.224 0.420 -0.563
O -1.718 -1.886 0.816 -0.481
H 1.073 -3.719 0.032 0.205
H -0.473 -4.284 0.604 0.227
H 0.450 -3.166 1.578 0.232
H 0.073 -1.377 -0.092 0.185
H -1.210 -3.535 -1.667 0.188
H -0.756 -1.892 -2.158 0.177
```

=====

2.
Density functional theory data (ωB97M-V with the def2-TZVPD basis set) for a molecular structure, C8H18ClCrI2NO2P at a distorted geometry.

Results
LUMO energy (alpha / beta): -11.12 / -9.46 eV
2S+1: 4
HOMO-LUMO gap (alpha / beta): 0.1751 / 0.2343 Eh
total charge: +2

Structure (XYZ):
```
34
Properties=species:S:1:pos:R:3:lowdin_spin:R:1
I -3.351 1.054 -3.051 0.881
I 1.419 2.187 -1.871 -0.323
Cr 0.203 0.576 -0.643 2.541
P 0.774 -1.319 -1.870 -0.124
C 0.409 -1.071 -3.634 -0.023
C 2.538 -1.588 -1.745 -0.007
H 0.174 -3.084 -0.359 0.000
H 0.438 -3.714 -2.002 -0.006
H -1.054 -2.847 -1.592 0.000
C 0.022 -2.884 -1.421 -0.016
H 2.795 -1.807 -0.712 0.001
H 2.859 -2.399 -2.390 -0.003
H 0.860 -1.893 -4.198 -0.005
H 0.847 -0.069 -3.881 -0.003
H 3.045 -0.671 -2.018 -0.001
H -0.692 -1.018 -3.736 -0.002
C -1.122 1.666 -1.534 0.049
O -2.088 2.353 -1.556 0.114
Cl 1.317 -0.594 0.997 -0.041
C -2.284 1.902 4.317 0.000
N -1.573 2.100 3.038 0.004
C -0.789 3.291 2.950 0.000
C -1.351 1.228 2.016 -0.001
C -2.139 -0.030 2.244 0.000
O -0.619 1.629 1.066 -0.034
H -2.128 2.850 4.854 0.000
H -1.865 1.119 4.991 0.000
H -3.385 1.751 4.236 0.000
H 0.271 3.010 2.929 0.000
H -1.091 3.825 2.035 0.000
H -1.014 3.876 3.833 0.000
H -2.237 -0.719 1.394 0.001
H -1.556 -0.506 3.066 0.000
H -3.182 0.321 2.574 0.000
```

=====

3.
Density functional theory data (ωB97M-V with the def2-TZVPD basis set) for 2 unconnected molecules or ions with the total composition C5H14 at a distorted geometry.

Results
LUMO energy: 1.10 eV
SMILES: CCC.CC
HOMO-LUMO gap: 0.4405 Eh
energy relative to the best compared isomer or geometry (same formula, charge and spin): 33.3 kcal/mol

Structure (XYZ):
```
19
Properties=species:S:1:pos:R:3:nbo_charge:R:1
C 0.816 -0.831 0.271 -0.600
C 1.511 -1.899 -0.626 -0.393
C 1.969 -1.539 -1.968 -0.614
H 0.782 -1.344 1.225 0.212
H -0.103 -0.576 -0.252 0.197
H 1.321 0.057 0.351 0.195
H 2.451 -2.180 -0.034 0.184
H 0.813 -2.688 -0.707 0.194
H 1.578 -2.403 -2.691 0.208
H 1.411 -0.645 -2.315 0.201
H 3.082 -1.361 -1.944 0.215
C -1.242 2.072 1.466 -0.614
C -2.614 1.806 0.661 -0.620
H -1.233 3.100 1.988 0.207
H -1.281 1.369 2.267 0.204
H -0.235 1.955 0.859 0.208
H -2.977 2.617 -0.071 0.207
H -3.398 1.699 1.411 0.203
H -2.651 0.794 0.109 0.206
```

=====

4.
Density functional theory data (ωB97M-V with the def2-TZVPD basis set) for a molecular structure, Cl2N2O10Tl2 at a distorted geometry.

Results
LUMO energy: -12.11 eV
HOMO-LUMO gap: 0.0691 Eh
total charge: +2

Structure (XYZ):
```
16
Properties=species:S:1:pos:R:3:nbo_charge:R:1
Tl 5.864 -21.957 -11.009 0.999
Tl 3.008 -27.118 -2.394 0.999
N 0.748 -20.130 -7.551 0.676
O 1.655 -20.654 -8.282 -0.211
O -0.368 -20.640 -7.593 -0.172
O 1.186 -19.427 -6.595 -0.182
N 6.036 -22.881 -5.232 0.724
O 6.162 -23.991 -4.775 -0.258
O 5.167 -22.199 -4.715 -0.263
O 6.616 -22.563 -6.145 -0.262
Cl 9.615 -29.012 -1.329 2.377
O 8.705 -27.869 -1.253 -0.530
O 10.209 -29.044 0.026 -0.615
O 8.663 -30.131 -1.722 -0.582
O 10.292 -28.611 -2.510 -0.550
Cl 3.157 -26.235 -7.678 -0.150
```

=====

5.
Density functional theory data (ωB97M-V with the def2-TZVPD basis set) for C4H7N5 in the gas phase at a distorted geometry.

Results
LUMO energy: 0.67 eV
SMILES: [H]/N=C1\CN=CN=C(N)N1
HOMO-LUMO gap: 0.3564 Eh
energy relative to the best compared isomer or geometry (same formula, charge and spin): 47.6 kcal/mol

Structure (XYZ):
```
16
Properties=species:S:1:pos:R:3:nbo_charge:R:1
H -3.100 -1.058 -0.349 0.356
N -2.149 -1.319 -0.532 -0.699
C -1.249 -0.486 -0.163 0.469
C -1.228 0.833 0.651 -0.329
N -0.677 1.911 -0.193 -0.462
C 0.539 1.909 -0.529 0.281
N 1.511 0.959 -0.296 -0.595
C 1.225 -0.294 -0.156 0.613
N 2.243 -1.192 0.052 -0.789
N 0.052 -0.924 -0.359 -0.641
H -0.820 0.596 1.663 0.212
H -2.252 1.043 0.775 0.209
H 0.921 2.718 -1.059 0.173
H 3.059 -0.740 0.544 0.407
H 1.907 -1.999 0.517 0.373
H 0.017 -1.956 -0.563 0.423
```

=====

6.
Density functional theory data (ωB97M-V with the def2-TZVPD basis set) for a molecular structure, C28H52Cl2N3O4Si2Sn at a distorted geometry.

Results
LUMO energy (alpha / beta): 2.65 / 2.65 eV
HOMO-LUMO gap (alpha / beta): 0.1100 / 0.1099 Eh
total charge: -1
energy relative to the best compared isomer or geometry (same formula, charge and spin): 10.3 kcal/mol

Structure (XYZ):
```
92
Properties=species:S:1:pos:R:3:mulliken_charge:R:1
C -1.610 -0.366 -4.190 -1.300
C -1.147 -1.615 -3.498 0.130
H -1.010 -0.188 -5.096 0.390
H -1.544 0.504 -3.524 -0.041
H -2.664 -0.462 -4.516 0.336
C -0.593 -2.642 -4.168 0.291
C -0.376 -2.719 -5.634 -1.643
H -0.314 -3.553 -3.634 0.488
H -0.434 -1.750 -6.128 0.353
H -1.088 -3.384 -6.129 0.320
H 0.615 -3.128 -5.845 0.338
Sn -0.073 0.628 -0.013 1.184
Cl -1.734 1.929 -1.107 -0.598
C 0.393 -2.621 1.673 -0.057
O 1.437 -2.103 1.246 -0.655
N 0.355 -3.617 2.584 0.754
C 1.599 -4.113 3.156 -1.164
C -0.840 -4.402 2.864 -1.239
H -0.610 -2.237 1.352 0.438
H 2.399 -3.420 2.895 0.317
H 1.819 -5.119 2.777 0.272
H 1.486 -4.181 4.243 0.323
H -1.724 -3.934 2.413 0.306
H -0.974 -4.469 3.954 0.434
H -0.728 -5.422 2.467 0.285
H 0.948 2.819 4.218 -0.064
H -1.004 4.289 4.150 0.204
C 1.349 3.323 3.331 -0.769
C -0.692 4.738 3.194 -0.884
N 0.255 3.848 2.523 0.249
H 1.925 2.626 2.714 0.249
C 0.039 3.391 1.294 0.446
O 0.824 2.572 0.719 -0.453
H -1.567 4.901 2.556 0.319
H -0.872 3.737 0.794 -0.048
H 1.976 4.163 3.653 0.393
H -0.216 5.706 3.412 0.301
H 1.177 -0.278 -3.831 0.141
H 2.254 -2.700 -3.196 0.201
C 2.157 0.101 -3.489 -0.814
C 3.108 -2.099 -2.847 -0.887
N 2.667 -0.774 -2.426 0.473
H 2.074 1.128 -3.111 0.144
C 2.498 -0.513 -1.134 -0.470
O 1.960 0.563 -0.703 -0.285
H 3.589 -2.601 -1.995 0.301
H 2.869 -1.272 -0.430 0.244
H 2.872 0.039 -4.322 0.412
H 3.815 -1.997 -3.675 0.338
O -0.299 -0.791 -1.530 -0.140
C -1.338 -1.619 -1.976 -0.129
C 0.025 -3.608 -1.290 0.141
C -1.215 -2.990 -1.323 0.391
H 0.888 -3.050 -1.671 -0.181
C 0.162 -4.936 -0.874 -0.593
H -2.321 -1.139 -1.792 0.403
C -2.334 -3.676 -0.855 -0.437
H 1.146 -5.415 -0.890 0.408
C -0.975 -5.646 -0.484 -0.707
C -2.214 -5.003 -0.443 -0.589
H -3.305 -3.181 -0.867 0.386
H -0.900 -6.716 -0.228 0.354
H -3.097 -5.553 -0.114 0.346
Si -0.334 5.375 -2.602 0.514
Cl -0.439 3.495 -3.618 -0.177
C 1.469 5.596 -2.162 -0.991
C -1.447 5.427 -1.080 -0.257
C -0.964 6.680 -3.828 -1.036
H 1.959 4.630 -2.000 0.238
H 1.615 6.192 -1.253 0.337
H 1.983 6.113 -2.982 0.321
H -0.260 6.785 -4.660 0.285
H -1.094 7.684 -3.374 0.303
H -1.936 6.381 -4.238 0.272
H -1.453 4.433 -0.621 -0.372
H -2.492 5.645 -1.345 0.355
H -1.130 6.175 -0.341 0.338
C 1.305 0.158 5.432 -0.954
Si -0.513 -0.060 5.011 0.069
C -1.051 -1.784 5.505 -0.920
C -1.598 1.256 5.796 -0.847
C -0.654 0.059 3.175 -0.446
C -0.632 0.160 1.945 -0.116
H 1.427 0.061 6.519 0.350
H 1.718 1.125 5.119 0.268
H 1.893 -0.632 4.942 0.276
H -1.427 -1.781 6.536 0.401
H -1.861 -2.119 4.843 0.251
H -0.228 -2.511 5.444 0.165
H -1.234 2.275 5.593 0.099
H -2.619 1.167 5.392 0.284
H -1.656 1.124 6.886 0.336
```

=====

What did the fifth record say?
Density functional theory data (ωB97M-V with the def2-TZVPD basis set) for C4H7N5 in the gas phase at a distorted geometry.

Results
LUMO energy: 0.67 eV
SMILES: [H]/N=C1\CN=CN=C(N)N1
HOMO-LUMO gap: 0.3564 Eh
energy relative to the best compared isomer or geometry (same formula, charge and spin): 47.6 kcal/mol

Structure (XYZ):
```
16
Properties=species:S:1:pos:R:3:nbo_charge:R:1
H -3.100 -1.058 -0.349 0.356
N -2.149 -1.319 -0.532 -0.699
C -1.249 -0.486 -0.163 0.469
C -1.228 0.833 0.651 -0.329
N -0.677 1.911 -0.193 -0.462
C 0.539 1.909 -0.529 0.281
N 1.511 0.959 -0.296 -0.595
C 1.225 -0.294 -0.156 0.613
N 2.243 -1.192 0.052 -0.789
N 0.052 -0.924 -0.359 -0.641
H -0.820 0.596 1.663 0.212
H -2.252 1.043 0.775 0.209
H 0.921 2.718 -1.059 0.173
H 3.059 -0.740 0.544 0.407
H 1.907 -1.999 0.517 0.373
H 0.017 -1.956 -0.563 0.423
```